Here is the molecule C6H10N2 in a non-equilibrium geometry from the Open Molecules 2025 dataset. Energies are from ωB97M-V/def2-TZVPD.

- Orbital gap: 10.07 eV
- LUMO energy: 1.180 eV
- Energy relative to the best compared isomer or geometry (same formula, charge and spin): 2.934 eV
- SMILES: C=NN1[C@@H]2CCC[C@@H]21
- Calculated total energy: -9361.5033 eV

The geometry in ORCA input format:
```
! wB97M-V def2-TZVPD RIJCOSX def2/J DEFGRID3
* xyz 0 1
C -2.259 1.096 0.820
N -1.195 0.933 0.189
N -1.233 -0.326 -0.556
C -0.248 -1.269 -0.103
C 0.729 -0.817 0.932
C 1.507 0.295 0.369
C 1.161 0.444 -1.179
C -0.032 -0.527 -1.379
H -3.083 0.375 0.736
H -2.399 2.027 1.309
H -0.692 -2.232 -0.142
H 0.096 -0.404 1.727
H 1.298 -1.695 1.390
H 1.225 1.184 0.881
H 2.566 0.192 0.517
H 1.968 0.269 -1.818
H 0.783 1.417 -1.315
H -0.193 -0.963 -2.379
*
```